# 1
Below is an isolated molecule of C3H6N2S at a distorted geometry, with properties calculated with ωB97M-V/def2-TZVPD.

## Properties
E_LUMO (eV): 0.609
Kohn-Sham gap (Eh): 0.3534
HOMO energy (eV): -9.01
Charge: 0
Structure (SMILES): [H]/N=C\N(S)C=C
Molar mass (g mol⁻¹): 102.16

XYZ file:
```
12
Properties=species:S:1:pos:R:3:nbo_charge:R:1
C -0.4769 -0.7098 -0.0134 -0.02
C -0.3722 -1.7234 -0.8758 -0.46
C 0.1349 1.4297 0.9343 0.28
H 1.7804 0.6431 -1.6969 0.10
H -0.9682 -0.8632 0.9598 0.20
H -0.9291 -2.6723 -0.6760 0.22
H 0.0843 -1.6576 -1.8819 0.21
H 0.3389 2.4750 0.6707 0.18
H -0.1506 0.1612 2.2520 0.32
N -0.0038 0.5836 -0.1869 -0.61
N 0.0290 1.1805 2.1829 -0.64
S 0.5332 1.1531 -1.6688 0.22
```

=====

# 2
Below is a cluster of 7 separate species, H16NO6 in total at a distorted geometry, with properties calculated with ωB97M-V/def2-TZVPD.

## Properties
E_LUMO (spin up / spin down) (eV): 0.406 / 0.099
Kohn-Sham gap (spin up / spin down) (Eh): 0.1206 / 0.4058
Spin multiplicity: 2
HOMO energy (spin up / spin down) (eV): -2.88 / -10.94
Charge: 0
Molar mass (g mol⁻¹): 126.13

XYZ file:
```
23
Properties=species:S:1:pos:R:3:mulliken_spin:R:1
N 0.4971 -0.9194 -0.6661 1.27
H 0.4778 -1.7835 -0.1435 -0.12
H 0.8502 -0.3281 0.0726 -0.02
H -0.4317 -0.7187 -1.0083 -0.37
H 1.2797 -0.8484 -1.3006 -0.21
O 1.6909 -1.3935 2.4070 0.31
H 1.6847 -2.1266 3.0224 -0.07
H 2.5937 -1.0757 2.4213 -0.07
O -3.3860 -0.8208 0.7548 0.08
H -3.0166 -1.0182 1.6156 -0.02
H -2.8751 -0.0752 0.4397 0.01
O 2.3044 0.2548 -2.4338 0.15
H 3.2111 0.3027 -2.7368 -0.02
H 2.0962 1.1473 -2.1576 -0.05
O -1.7504 -0.1196 -1.7099 -0.09
H -2.0953 0.6359 -2.1859 0.05
H -2.3405 -0.8375 -1.9392 -0.04
O -1.6735 1.4939 0.9960 0.17
H -1.8956 1.9439 0.1809 -0.03
H -0.7872 1.1618 0.8529 0.05
O 1.0421 1.4266 0.9454 -0.14
H 1.1667 1.4080 1.8943 0.07
H 1.3572 2.2902 0.6789 0.07
```

=====

# 3
Below is a structure of composition C14H10CuF6N4O5S2 at a distorted geometry, with properties calculated with ωB97M-V/def2-TZVPD.

## Properties
E_LUMO (eV): 2.931
Kohn-Sham gap (Eh): 0.2917
HOMO energy (eV): -5.01
Charge: -1
Molar mass (g mol⁻¹): 555.93

XYZ file:
```
42
Properties=species:S:1:pos:R:3:nbo_charge:R:1
Cu -0.0689 0.3200 -0.5491 0.84
O -2.2650 3.7916 -0.9232 -0.73
C -1.4738 2.8708 -0.5674 0.57
N -1.6043 1.5785 -0.5512 -0.74
C -2.9694 1.1438 -0.9260 -0.27
C -3.2396 -0.2982 -0.5134 0.23
C -4.3715 -0.6027 0.2421 -0.27
C -4.7153 -1.9222 0.3691 -0.17
C -3.8475 -2.9443 -0.0413 -0.28
C -2.7284 -2.5353 -0.7720 0.05
N -2.4074 -1.2511 -0.9429 -0.45
C -0.1147 3.2880 -0.0645 0.16
C 0.0736 4.5464 0.5015 -0.23
C 1.3216 4.8685 1.0684 -0.18
C 2.3675 3.9863 0.9453 -0.27
C 2.1168 2.7568 0.2917 0.05
N 0.8816 2.4040 -0.1278 -0.48
H -3.0704 1.2007 -2.0581 0.20
H -3.8161 1.8108 -0.6457 0.21
H -5.0373 0.0745 0.6913 0.21
H -5.6549 -2.2520 0.8541 0.20
H -4.1812 -4.0263 0.1894 0.22
H -1.9092 -3.2218 -1.1220 0.21
H -0.7494 5.2121 0.4810 0.24
H 1.4720 5.8435 1.6221 0.21
H 3.3906 4.2191 1.3200 0.22
H 2.8383 2.0202 0.3554 0.20
F 5.0859 0.0871 1.5425 -0.34
C 4.4903 -0.7352 0.6228 0.72
F 4.0681 0.0429 -0.3198 -0.30
F 5.3859 -1.5365 0.0817 -0.31
S 3.1670 -1.6566 1.5549 2.25
O 2.1254 -0.6947 1.8413 -0.94
O 3.8933 -2.2394 2.6158 -0.92
N 2.6686 -2.7797 0.5152 -1.21
S 1.2635 -2.6201 -0.1422 2.26
O 1.0212 -1.4021 -0.9286 -1.00
O 0.1705 -3.1976 0.5653 -0.92
C 1.5453 -3.8322 -1.5209 0.73
F 2.4669 -3.3049 -2.3580 -0.33
F 1.9691 -4.9656 -1.0390 -0.31
F 0.4416 -4.0473 -2.1578 -0.31
```

=====

# 4
Below is a cluster of 2 separate species, H4O2 in total at a distorted geometry, with properties calculated with ωB97M-V/def2-TZVPD.

## Properties
E_LUMO (eV): 0.596
Kohn-Sham gap (Eh): 0.4298
HOMO energy (eV): -11.10
Charge: 0
Structure (SMILES): O.O
Molar mass (g mol⁻¹): 36.03

XYZ file:
```
6
Properties=species:S:1:pos:R:3:nbo_charge:R:1
H 1.2001 1.0658 -0.2207 0.46
H 0.0482 0.4640 -0.8862 0.48
H -0.9613 -0.3690 0.7530 0.47
H -0.1044 -1.5067 0.9097 0.47
O 0.4363 1.3900 -0.7477 -0.95
O -0.6190 -1.0441 0.1919 -0.93
```

=====

# 5
Below is a structure of composition C2H6FO2Sr at a distorted geometry, with properties calculated with ωB97M-V/def2-TZVPD.

## Properties
E_LUMO (eV): -4.294
Kohn-Sham gap (Eh): 0.3949
HOMO energy (eV): -15.04
Charge: +1
Molar mass (g mol⁻¹): 168.69

XYZ file:
```
12
Properties=species:S:1:pos:R:3:mulliken_charge:R:1
F -4.2269 0.6237 3.8723 -0.85
Sr -3.5012 1.9103 2.4524 1.85
O -1.3602 2.3129 1.7578 -0.68
H -1.0183 3.1941 1.5673 0.33
C -2.6619 -0.2274 -0.3598 -0.75
O -2.4935 0.8923 0.5100 -0.43
C -1.1861 1.3952 0.6532 -0.10
H -2.8501 -1.1288 0.2374 0.30
H -3.5260 -0.0103 -0.9926 0.27
H -1.7670 -0.3493 -0.9822 0.33
H -0.8816 1.9263 -0.2576 0.37
H -0.4436 0.6296 0.9126 0.36
```

=====

# 6
Below is a structure of composition C2H3InO2 at a distorted geometry, with properties calculated with ωB97M-V/def2-TZVPD.

## Properties
E_LUMO (eV): -16.321
Kohn-Sham gap (Eh): 0.1458
HOMO energy (eV): -20.29
Charge: +2
Molar mass (g mol⁻¹): 173.86

XYZ file:
```
8
Properties=species:S:1:pos:R:3:nbo_charge:R:1
In 1.1220 2.1082 -4.8822 1.00
C -0.3345 -0.6589 1.2298 -0.55
C 0.0628 0.0947 0.0132 0.69
O -0.5390 -0.1164 -1.0237 0.19
O 0.9944 0.9423 0.0342 -0.31
H -1.4066 -0.8009 1.0930 0.29
H -0.1853 -0.0354 2.1113 0.35
H 0.2862 -1.5335 1.4245 0.34
```

=====

# 7
Below is a cluster of 2 separate species, C4H4Cl2NP in total at a distorted geometry, with properties calculated with ωB97M-V/def2-TZVPD.

## Properties
E_LUMO (spin up / spin down) (eV): -0.654 / -1.066
Kohn-Sham gap (spin up / spin down) (Eh): 0.2826 / 0.2804
HOMO energy (spin up / spin down) (eV): -8.34 / -8.70
Charge: 0
Molar mass (g mol⁻¹): 167.96

XYZ file:
```
12
Properties=species:S:1:pos:R:3:nbo_charge:R:1
C 2.0001 0.5200 -0.1965 -0.27
C 0.7485 1.0047 -0.7744 -0.42
C 1.7064 -0.6245 0.4926 -0.07
C -0.1584 0.1805 -0.2698 0.22
N 0.3553 -0.8415 0.5079 -0.61
P -3.1123 0.0973 -0.6107 0.62
Cl -3.7151 1.5254 0.6842 -0.27
Cl -3.3491 -1.6416 0.2937 -0.27
H 2.9293 0.8804 -0.2760 0.21
H 0.5299 1.8667 -1.3916 0.24
H 2.2215 -1.2811 1.1405 0.21
H -0.1561 -1.6864 0.4001 0.42
```

=====

# 8
Below is an isolated molecule of C2H2N2O2 at a distorted geometry, with properties calculated with ωB97M-V/def2-TZVPD.

## Properties
E_LUMO (eV): 0.460
Kohn-Sham gap (Eh): 0.3926
HOMO energy (eV): -10.22
Charge: 0
Structure (SMILES): Oc1cnno1
Molar mass (g mol⁻¹): 86.05

XYZ file:
```
8
Properties=species:S:1:pos:R:3:nbo_charge:R:1
C 0.5292 0.0799 0.0045 0.59
C -0.4366 0.9575 -0.0989 -0.27
H 1.9738 -1.0527 0.0976 0.51
H -0.4218 1.9707 0.2196 0.23
N -1.7051 0.3163 -0.0694 -0.16
N -1.6309 -0.9561 -0.0196 0.14
O 1.8228 -0.1267 -0.0784 -0.63
O -0.1314 -1.1888 -0.0553 -0.42
```

=====

# 9
Below is a cluster of 2 separate species, C3H9O in total at a distorted geometry, with properties calculated with ωB97M-V/def2-TZVPD.

## Properties
E_LUMO (eV): 3.690
Kohn-Sham gap (Eh): 0.2120
HOMO energy (eV): -2.08
Charge: -1
Molar mass (g mol⁻¹): 61.10

XYZ file:
```
13
Properties=species:S:1:pos:R:3:nbo_charge:R:1
O -1.2212 2.8955 2.3858 -1.37
H -0.9834 2.2959 3.1025 0.38
C 0.1849 -1.5690 -1.3007 -0.62
C -0.1707 -0.7503 -0.0819 -0.39
C 0.4048 0.7792 -0.0609 -0.65
H 1.2229 -1.7637 -1.1163 0.19
H -0.3189 -2.5675 -1.3352 0.19
H 0.2153 -0.9411 -2.2208 0.20
H -1.2190 -0.7301 0.0200 0.19
H 0.2554 -1.2150 0.7848 0.19
H -0.0943 1.3126 0.8115 0.31
H 0.2215 1.3781 -1.0504 0.18
H 1.5028 0.8753 0.0614 0.18
```

=====

# 10
Below is the ion C9H20N3O with charge +1 at a distorted geometry, with properties calculated with ωB97M-V/def2-TZVPD.

## Properties
E_LUMO (eV): -2.805
Kohn-Sham gap (Eh): 0.3880
HOMO energy (eV): -13.36
Charge: +1
Structure (SMILES): CCC(C)(C)[C@@H](O)[C@H]1CNC(=[NH2+])N1
Molar mass (g mol⁻¹): 186.28

XYZ file:
```
33
Properties=species:S:1:pos:R:3:nbo_charge:R:1
C 0.4785 2.7784 -1.6388 0.66
C -0.8054 2.4372 0.2454 -0.25
C -0.7623 1.1057 -0.4318 -0.04
C 0.1201 -2.4709 2.6343 -0.65
C -1.6927 -1.7556 0.2258 -0.63
C 0.3605 -1.6425 -1.2404 -0.63
C 0.5916 -2.3342 1.1292 -0.35
C 0.0191 0.0821 0.5916 0.12
C -0.2237 -1.3355 0.1682 -0.08
N -0.1511 3.3967 -0.6580 -0.55
N 0.0786 1.5170 -1.7261 -0.58
N 1.4281 3.3549 -2.3836 -0.75
O 1.3556 0.4907 0.5965 -0.75
H -1.8354 2.8723 0.4281 0.24
H -0.2130 2.4264 1.2563 0.23
H -1.6271 0.6149 -0.7575 0.23
H -0.0203 -1.6498 3.3037 0.22
H 0.8621 -3.1310 3.2262 0.23
H -0.8761 -3.0575 2.4490 0.22
H -2.1071 -1.2461 1.2288 0.21
H -2.3172 -1.5433 -0.5930 0.21
H -1.8443 -2.8999 0.2800 0.24
H 1.3067 -1.1929 -1.2442 0.22
H 0.5229 -2.7838 -1.3216 0.23
H -0.3276 -1.2980 -1.9789 0.20
H 0.5989 -3.2637 0.6376 0.22
H 1.6639 -1.8199 1.2057 0.16
H -0.3093 0.1544 1.5782 0.19
H 0.2668 4.1782 -0.1757 0.42
H 0.4576 0.7677 -2.4564 0.46
H 1.4626 4.4295 -2.3982 0.43
H 1.5740 2.9336 -3.2475 0.41
H 1.9649 -0.1148 1.0671 0.50
```

=====

# 11
Below is a structure of composition C26H49N9O2P2S at a distorted geometry, with properties calculated with ωB97M-V/def2-TZVPD.

## Properties
E_LUMO (eV): -0.439
Kohn-Sham gap (Eh): 0.2751
HOMO energy (eV): -7.92
Charge: 0
Molar mass (g mol⁻¹): 613.75

XYZ file:
```
89
Properties=species:S:1:pos:R:3:mulliken_charge:R:1
C -3.8507 1.8803 0.6295 -1.63
C -3.6161 1.5770 -0.8372 0.69
C -3.2772 2.6472 -1.6713 -0.59
C -3.0427 2.4648 -3.0271 -0.72
C -3.1740 1.2059 -3.5793 -0.70
C -3.5075 0.1134 -2.7917 -0.63
C -3.7115 0.3132 -1.4262 1.07
C -4.0311 -0.9404 -0.5894 -1.75
C -2.6927 -1.5440 -0.1193 0.84
C -2.0013 -2.3036 -1.0112 -0.52
C -0.7260 -2.8783 -0.6974 -1.00
C -0.1649 -2.6656 0.5255 0.15
N 1.1255 -3.2272 0.8299 -0.44
C -0.8717 -1.8940 1.4869 0.72
N -0.4485 -1.5984 2.7260 -0.51
S -1.6275 -0.7082 3.3725 0.13
N -2.7017 -0.5974 2.1738 -0.55
C -2.1581 -1.3061 1.1817 0.52
H -4.3054 2.8735 0.6780 0.51
H -4.6211 1.2040 1.0032 0.33
H -2.9522 1.8288 1.2383 0.24
H -3.1656 3.6447 -1.2564 0.40
H -2.7571 3.3505 -3.5854 0.44
H -2.9867 1.0357 -4.6360 0.42
H -3.5987 -0.8614 -3.2535 0.38
H -4.4593 -1.6917 -1.2532 0.56
H -4.6829 -0.7096 0.2500 0.56
H -2.4222 -2.4807 -1.9935 0.27
H -0.2319 -3.4570 -1.4691 0.32
H 1.2410 -4.0111 0.2003 0.25
H 1.8452 -2.5397 0.6372 0.25
O 0.9354 -2.4268 7.2527 -0.88
P 1.3936 -3.8643 7.2693 0.89
N 3.0812 -3.6138 7.4797 0.08
C 4.1029 -4.5785 7.1280 -0.91
C 3.4454 -2.9527 8.7294 -1.09
N 1.0662 -4.2054 5.5957 0.24
C 2.0295 -3.7865 4.5853 -0.93
C -0.2767 -3.8099 5.1922 -1.16
N 1.4812 -5.5941 7.6382 0.08
C 0.9507 -6.6169 6.7365 -0.93
C 0.9566 -5.8592 8.9978 -1.07
H 4.2410 -5.3493 7.8991 0.32
H 5.0569 -4.0613 6.9966 0.35
H 3.8920 -5.0862 6.1903 0.24
H 3.4101 -3.6463 9.5824 0.33
H 2.7715 -2.1230 8.9407 0.32
H 4.4537 -2.5380 8.6654 0.34
H 2.3431 -2.7427 4.7069 0.28
H 1.6013 -3.8973 3.5873 0.35
H 2.9145 -4.4256 4.5947 0.17
H -0.3492 -2.7418 4.9939 0.20
H -1.0024 -4.0638 5.9718 0.44
H -0.5807 -4.3397 4.2847 0.35
H -0.1173 -6.4982 6.5353 0.28
H 1.1037 -7.6010 7.1906 0.40
H 1.4928 -6.6281 5.7965 0.26
H -0.1298 -5.7363 9.0461 0.34
H 1.4056 -5.1677 9.7176 0.33
H 1.2109 -6.8688 9.3221 0.35
O -1.0880 3.9771 -7.4345 -0.89
P -0.1157 4.7060 -6.5359 1.01
N 0.4814 5.8376 -7.6880 0.05
C 1.7705 6.4943 -7.6030 -0.94
C -0.5146 6.7864 -8.1787 -1.09
N 0.9979 3.3687 -6.3974 0.21
C 1.9262 3.1135 -7.4876 -1.07
C 0.3437 2.1275 -6.0005 -1.15
N 0.6855 5.5216 -5.1795 0.05
C 1.5812 4.8224 -4.2567 -0.89
C -0.3035 6.2756 -4.3742 -1.04
H 1.7600 7.3638 -6.9314 0.31
H 2.0633 6.8423 -8.5969 0.35
H 2.5578 5.8265 -7.2625 0.25
H -0.7102 7.5851 -7.4484 0.33
H -1.4581 6.2843 -8.3910 0.31
H -0.1805 7.2473 -9.1105 0.35
H 1.4355 3.1046 -8.4688 0.30
H 2.4175 2.1490 -7.3436 0.40
H 2.7319 3.8489 -7.5023 0.24
H -0.1646 1.6386 -6.8394 0.34
H -0.4046 2.3133 -5.2243 0.27
H 1.0770 1.4316 -5.5841 0.41
H 1.0994 3.9863 -3.7434 0.26
H 1.9295 5.5311 -3.4988 0.38
H 2.4685 4.4647 -4.7690 0.27
H -0.9556 5.6084 -3.8019 0.29
H -0.9357 6.8861 -5.0268 0.33
H 0.1958 6.9560 -3.6839 0.38
```

=====

# 12
Below is a structure of composition C33H35O2SiTi at a distorted geometry, with properties calculated with ωB97M-V/def2-TZVPD.

## Properties
E_LUMO (spin up / spin down) (eV): 2.615 / 2.607
Kohn-Sham gap (spin up / spin down) (Eh): 0.1291 / 0.1309
HOMO energy (spin up / spin down) (eV): -0.90 / -0.96
Charge: -1
Molar mass (g mol⁻¹): 539.59

XYZ file:
```
72
Properties=species:S:1:pos:R:3:mulliken_charge:R:1
Ti 0.2996 0.8176 -1.6531 0.90
C 2.1164 1.0161 -0.1719 -0.07
C 2.5903 0.1834 -1.2105 -0.77
C 2.6300 0.9367 -2.3905 -0.59
H 2.8125 -0.8633 -1.1161 0.43
C 2.1716 2.2380 -2.1076 -0.52
C 1.8851 2.2918 -0.7246 -0.97
H 1.5440 3.1560 -0.1839 0.57
H 1.9576 0.7194 0.8503 0.36
H 2.9101 0.5646 -3.3605 0.63
H 2.0773 3.0495 -2.8094 0.45
C -1.8519 0.8959 -0.5665 0.26
C -1.1549 2.0489 -0.1813 -0.19
C -0.9357 2.8324 -1.3388 -1.07
H -0.8236 2.2826 0.8164 0.27
C -1.4816 2.1520 -2.4394 -0.26
C -2.0424 0.9429 -1.9595 -1.31
H -2.4876 0.1644 -2.5523 0.41
H -2.1128 0.0729 0.0726 0.46
H -0.4306 3.7815 -1.3785 0.50
H -1.4921 2.5102 -3.4534 0.65
O 0.2161 -0.1664 -3.6509 -0.06
C 0.1005 0.1919 -5.0919 1.59
C 0.7904 -1.1310 -5.4591 -0.77
C 0.8496 1.4547 -5.4184 -1.70
C -1.3522 0.2471 -5.4988 -1.75
C 0.7044 -1.5000 -3.9847 -0.74
H 1.8053 -1.0017 -5.8253 0.32
H 0.2369 -1.7676 -6.1435 0.36
H -0.0313 -2.2507 -3.7148 0.31
H 1.6354 -1.7178 -3.4717 0.21
H 0.8356 1.6207 -6.4951 0.49
H 1.8854 1.3991 -5.0967 0.33
H 0.3899 2.3143 -4.9367 0.18
H -1.4495 -0.0305 -6.5481 0.47
H -1.7680 1.2428 -5.3750 0.33
H -1.9448 -0.4470 -4.9072 0.36
O 0.1319 -0.3455 0.0900 -0.59
Si -0.1183 -0.5571 1.7889 0.20
C -0.1068 -2.3772 2.2502 0.34
C -0.8465 -3.3071 1.5077 -0.12
C -0.8857 -4.6512 1.8997 -0.62
C -0.1892 -5.0767 3.0353 -0.51
C 0.5483 -4.1614 3.7813 -0.80
C 0.5901 -2.8233 3.3961 -0.46
C 1.2398 0.1339 2.9940 0.04
C 0.9705 1.0736 4.0149 -0.81
C 1.9902 1.5690 4.8343 -0.70
C 3.2997 1.1268 4.6703 -0.54
C 3.5899 0.1728 3.6968 -0.78
C 2.5734 -0.3248 2.8738 0.43
C -1.8171 0.0769 2.4781 0.80
C -2.8774 -0.8334 2.6663 -0.22
C -4.1208 -0.4108 3.1551 -0.77
C -4.3351 0.9288 3.4760 -0.53
C -3.3047 1.8451 3.3171 -1.12
C -2.0653 1.4306 2.8271 -0.15
H -1.4026 -2.9892 0.6356 0.40
H -1.4644 -5.3636 1.3295 0.39
H -0.2255 -6.1126 3.3444 0.35
H 1.0812 -4.4817 4.6693 0.41
H 1.1506 -2.1560 4.0295 0.26
H -0.0082 1.4463 4.2147 0.48
H 1.7620 2.3011 5.6000 0.40
H 4.0865 1.5177 5.3038 0.35
H 4.6060 -0.1777 3.5762 0.40
H 2.8266 -1.0613 2.1218 0.50
H -2.7674 -1.8767 2.4311 0.34
H -4.9226 -1.1243 3.2856 0.40
H -5.2961 1.2540 3.8542 0.36
H -3.4643 2.8882 3.5732 0.37
H -1.3161 2.1961 2.7550 0.49
```

=====

Which of these has the lowest molar mass?
H4O2